(1)
DFT (ωB97M-V/def2-TZVPD) results for the molecule C6H10 in a non-equilibrium geometry.

Geometry (Å):
C -0.17849 -1.43503 1.67458
H -1.05337 1.74344 -1.45066
H -0.07171 -2.49880 1.48652
C 0.05754 -0.56770 0.47497
H 0.22154 2.72563 -2.19018
C 0.84608 1.63361 -0.46321
H -1.20541 -1.26983 2.00667
H 1.21521 0.81685 1.48973
H -1.07508 -2.04057 -0.65851
H 1.86458 2.00946 -0.49108
C 0.62971 0.63184 0.59272
C -0.56507 -1.08493 -0.80365
H 0.50081 -1.15872 2.48748
H -1.33373 -0.41219 -1.18914
C -0.02207 2.07737 -1.35824
H 0.16944 -1.17044 -1.60800

Forces on the atoms, in the same order (eV/Å):
C 0.5 0.3 0.4
H 0.1 -0.1 0.5
H 0.1 -0.1 -0.2
C -0.8 -0.1 -0.3
H 0.5 0.3 0.3
C 0.2 -0.3 0.0
H 0.0 -0.1 0.1
H -0.4 0.1 0.2
H 0.3 0.0 0.0
H 0.0 0.2 -0.1
C 0.7 -0.2 -0.2
C -0.4 0.3 -0.2
H -0.2 0.0 0.0
H 0.1 0.0 0.1
C -0.7 -0.2 -0.9
H 0.1 -0.1 0.1

Summary:
- F_max: 1.10 eV Å⁻¹
- Total charge: 0
- E_tot: -6382.844 eV
- ΔE to the lowest compared entry with this formula, charge and spin: 23.4 kcal per mole
- HOMO level: -8.6 eV
- HOMO-LUMO gap: 9.65 eV
- SMILES: C=CC=C(C)C

Here are the Löwdin charges for atoms 1 to 5, given in e: C -0.074; H 0.054; H 0.073; C -0.336; H 0.050

=====

(2)
DFT (ωB97M-V/def2-TZVPD) results for the ion H2O2P with charge -1 in a non-equilibrium geometry.

Geometry (Å):
O 0.82749 -1.34501 -0.00064
O 0.80814 1.19763 0.00044
P 0.05997 -0.07300 0.04078
H -1.02677 0.13684 1.10292
H -0.66883 0.08353 -1.14350

Forces on the atoms, in the same order (eV/Å):
O -0.6 -0.9 0.7
O 0.9 1.7 0.8
P -0.3 0.7 -0.3
H 1.0 -0.8 -0.8
H -1.0 -0.7 -0.3

Summary:
- F_max: 2.05 eV Å⁻¹
- Total charge: -1
- E_tot: -13418.375 eV
- ΔE to the lowest compared entry with this formula, charge and spin: 3.3 kcal per mole
- HOMO level: -4.3 eV
- HOMO-LUMO gap: 9.33 eV
- SMILES: O=[PH2][O-]

Quick look at the Löwdin charges, all values in e: O -0.520; O -0.551; P 0.159; H -0.033; H -0.055

=====

(3)
DFT (ωB97M-V/def2-TZVPD) results for a structure of composition C22H72F6N18O14PTl in a non-equilibrium geometry.

Geometry (Å):
H 3.89721 -4.96025 -2.35089
F -1.48056 0.65154 0.14193
H -1.66743 10.30537 0.65630
H 0.97673 -6.07012 -1.71981
H 7.18034 -4.18633 -2.00651
H -0.98445 5.23772 -5.19557
H -4.25401 -0.89549 3.72464
H 1.01341 -0.24739 8.11858
H 2.43015 -4.24360 6.10217
H 1.17068 1.56401 0.75600
O 2.89558 -6.98987 -4.27729
H 0.13040 4.25267 -6.17106
H 0.02568 -7.26349 -1.04557
O 2.75763 -1.25319 2.84282
H 2.48606 1.64577 4.80028
H -0.44244 3.63696 -3.26841
H -4.47523 3.39136 -0.37768
H 2.96629 -3.27582 4.79319
H -7.58075 -1.80722 0.74625
H -0.14722 3.67512 3.94062
H -1.38583 2.87124 -4.56693
H -0.95173 -3.58813 -6.29309
H -0.99118 -3.44061 5.27922
H -2.76314 4.80518 -1.37801
N 4.62611 -4.58308 -1.85083
C -1.05690 -2.76518 -5.56253
H 1.44557 5.78779 -5.01929
H -4.17698 -1.75363 1.75716
C -6.96321 -0.32558 1.96488
H 4.94393 -2.34726 2.98212
N 1.64173 0.43177 7.67624
N 1.00244 2.45951 1.21626
H 5.03105 -2.66314 1.28915
O 0.39117 1.53141 3.24357
H 2.79308 2.35649 6.32953
H 2.03941 -1.37725 0.24406
C -0.39602 3.29493 -4.32264
H 0.14731 8.89041 1.30900
H -3.15911 6.57504 0.17796
H 2.14098 1.10115 8.21205
C -2.72472 4.57969 -0.29376
H -7.01121 1.26300 3.25343
F 0.32998 1.05504 -1.15790
H -0.14777 11.16363 0.23446
O -0.14330 8.31378 0.61160
C 1.95437 5.47056 -0.89036
C 0.52741 2.51899 2.45311
O 1.13498 -0.25278 5.58160
H 0.44160 4.48263 2.45190
C 0.02886 -6.17507 -1.13668
H 0.12041 -3.67145 1.19179
O -5.97607 -0.91294 2.39847
H -2.83818 -1.68330 0.78703
C 0.98793 -3.24217 5.09855
H 0.80186 6.66967 -2.11589
H -1.11470 8.49716 -1.04198
H -0.87873 -3.85734 -0.26676
O 1.11044 -6.04243 1.08838
N 6.99868 -3.47043 -1.31720
H 3.54903 -2.06154 -0.06585
N 0.33488 3.66838 3.05788
C -0.39285 9.07223 -0.54922
H 1.40444 -3.23624 -4.56581
C 1.66614 0.59016 6.32878
N 1.46327 -8.36437 -5.68438
H 4.46556 -4.95496 -0.88706
H 0.08136 -4.20324 6.53683
N 2.89928 -1.72478 0.61780
C -0.72469 -3.28723 -4.22665
C -2.55537 -1.06520 2.64433
H -3.47217 2.87654 0.93569
H -8.50850 -0.25537 0.74055
N -0.08787 -3.56159 5.78849
N -7.31552 0.94316 2.34321
C -3.47197 5.61079 0.55491
P -0.43036 -0.30377 -0.78480
C -0.93079 10.47474 -0.11896
H 3.99706 -2.93442 -1.13143
O -1.39557 -0.70586 2.48955
H -3.78366 -13.12619 -9.31646
H 0.52366 9.16686 -1.13086
C 0.01115 -5.56272 0.32660
H 2.10203 4.68326 -2.80510
F 0.57905 -0.37647 0.74488
N -3.24470 -0.81583 3.83175
N 2.23148 1.73198 5.75567
H 0.91429 -3.82052 -0.50093
H 2.01728 -8.51849 -6.50116
N 2.21968 -3.55800 5.40434
C 5.89070 -2.72840 -1.17267
O 2.07457 5.32099 0.32635
H -0.90685 -5.85362 0.83685
O -1.67399 -4.28874 -3.70467
F 0.81463 -1.11926 -1.28538
N 2.00988 4.47516 -1.81224
H -0.86413 4.11728 -0.54501
N 4.69606 -3.23972 -1.76696
H 7.66688 -3.04841 -0.73977
O -1.38039 4.58069 0.09035
C -0.14277 4.56861 -5.16733
O 5.81992 -1.88447 -0.28036
H -0.34744 -1.92219 -5.83495
C 0.65224 -3.92310 -4.17258
H -2.99180 2.37975 -0.70689
H -3.18254 5.42683 1.60116
F -1.04254 -1.60485 -0.07924
H -0.64198 -2.55583 -3.46260
C 3.27376 -1.84886 1.91359
O 0.81915 -2.57560 4.06543
N 1.52582 6.69701 -1.35003
F -1.46609 -0.40242 -1.93030
H 0.78654 -4.83153 -4.76653
H 1.42019 3.30037 0.86283
Tl 0.70156 -0.53018 3.34444
C -3.39385 3.17392 -0.12279
H -4.53122 5.53395 0.34616
O 1.00581 5.14932 -4.45332
H 1.16500 7.25907 -0.56364
H -1.31282 11.02389 -0.94088
N 4.44958 -2.60330 2.12963
H 2.34149 3.54631 -1.57884
H 0.38529 2.61335 -4.53100
H -2.84194 -0.07254 4.36437
H -8.30953 1.11693 2.28841
H -2.54340 -4.17583 -4.04296
H -2.06411 -2.44830 -5.62942
H 1.15037 -6.97838 1.13961
N -7.73208 -0.83796 0.97831
H 0.87613 -4.24204 -3.12655
C 2.16715 -7.56208 -4.92702
H 0.54100 -8.79223 -5.47857
C 0.11220 -4.10116 0.18183
N -3.19954 -1.85774 1.72629
H -0.78114 -5.77105 -1.68334

Forces on the atoms, in the same order (eV/Å):
H -2.0 -0.2 -2.0
F 1.0 -1.0 -1.2
H -0.3 0.3 0.0
H -0.4 0.8 0.7
H -0.2 0.3 0.2
H -0.3 0.4 0.1
H 0.1 0.3 0.4
H 0.6 0.6 -0.5
H 0.1 -0.1 0.2
H -0.2 0.4 0.4
O 1.4 1.5 1.0
H 0.1 0.3 -0.2
H -0.8 -0.1 -0.1
O -0.9 0.9 2.0
H 0.1 0.1 -0.6
H 0.3 -0.5 -0.5
H 1.0 -0.7 -0.2
H -0.2 0.1 -0.2
H -0.5 0.3 -0.2
H 0.1 0.2 -0.1
H 0.5 -0.1 0.0
H 0.1 0.4 0.1
H 1.2 -0.4 1.1
H -0.3 0.2 0.4
N 2.2 -2.8 2.8
C 1.3 0.1 -1.3
H 0.0 0.2 -0.2
H -1.7 -0.1 0.2
C 0.7 -0.3 -0.2
H -0.2 0.0 -0.4
N -0.3 -0.1 -1.1
N 0.0 -0.6 0.4
H 0.1 0.1 0.5
O -0.6 -0.6 0.3
H -0.2 -0.3 -0.3
H -0.6 0.4 0.6
C -1.9 1.9 -0.1
H 0.3 0.4 0.4
H 0.2 0.5 0.5
H 0.1 0.3 0.8
C -1.1 -1.5 -0.4
H 0.5 -0.3 -0.2
F -0.4 -0.4 -0.7
H 0.1 -0.6 0.3
O 0.3 -1.0 0.3
C -1.6 0.4 0.6
C 1.2 -0.7 0.3
O -0.1 -0.3 0.4
H -0.5 0.2 0.6
C 1.5 -0.9 1.6
H 0.4 0.4 -0.4
O 0.3 -0.1 0.3
H 0.1 -0.4 0.4
C -0.5 1.2 -1.4
H 1.4 -0.1 0.9
H -1.1 -0.5 -1.2
H 0.9 0.4 0.1
O 0.6 1.6 0.3
N -0.8 0.4 -0.8
H 0.1 0.3 0.4
N 0.0 1.8 -1.2
C 0.5 2.3 1.4
H 0.0 0.2 0.4
C 0.1 1.1 -0.6
N 1.4 1.9 1.4
H 0.5 -0.1 -0.9
H -0.9 -0.3 0.4
N 0.9 -1.0 0.8
C 0.1 -2.0 1.2
C -1.9 -1.1 1.3
H 0.5 0.1 -0.2
H -0.5 -0.7 -0.7
N -0.9 -0.5 0.4
N -0.8 0.5 0.7
C 0.9 -0.5 -0.9
P -1.1 1.4 5.3
C 1.1 -0.9 -0.1
H -0.8 0.6 -0.3
O 1.3 0.3 0.2
H 0.1 0.1 0.1
H 0.0 0.1 -0.3
C 1.1 -1.8 -1.9
H -0.4 0.2 0.4
F 0.3 1.3 0.4
N 0.4 -0.8 -1.9
N -0.3 -1.1 2.3
H 0.1 0.3 0.4
H -0.5 -1.0 -1.4
N 1.3 -1.0 1.3
C -1.0 -2.5 0.8
O 0.6 -1.1 0.1
H -0.3 0.0 -0.1
O 1.9 0.1 0.0
F -0.1 -0.8 -2.1
N 0.6 -0.6 -0.7
H 0.6 -0.7 -0.8
N 0.6 2.8 0.0
H 1.8 0.0 0.4
O 0.4 0.8 1.3
C 1.3 -1.4 1.4
O -0.2 0.6 -0.8
H -1.0 -1.0 0.2
C 0.5 -0.8 0.5
H 0.3 -0.5 -0.5
H -0.4 0.4 -0.3
F -0.5 -0.3 -0.8
H -0.4 1.3 0.5
C 2.7 -0.8 -2.9
O -0.7 0.4 -1.8
N -1.3 0.5 -1.0
F 0.8 0.2 -1.2
H -0.5 0.0 -0.2
H 0.1 0.7 -0.6
Tl -0.5 -0.6 -1.0
C -1.8 2.0 0.7
H -0.3 -0.1 0.4
O -0.7 0.1 -0.9
H 0.4 -0.5 -0.4
H -0.9 0.3 -0.9
N -1.5 0.8 -0.2
H 0.0 0.5 0.4
H 0.7 -0.8 0.2
H -0.2 0.3 0.3
H 0.0 0.2 -0.3
H -1.0 0.5 -0.6
H -1.0 0.7 0.0
H -0.3 -1.3 -0.1
N 0.4 0.3 0.7
H 0.0 0.5 -0.7
C -3.1 -2.8 -0.9
H 0.7 0.4 -0.2
C -1.7 0.3 0.4
N 1.6 1.2 -0.2
H -0.9 0.1 -0.8

Summary:
- F_max: 5.58 eV Å⁻¹
- Total charge: +2
- E_tot: -109744.924 eV
- HOMO level: -6.8 eV
- HOMO-LUMO gap: 0.89 eV

Here are the Löwdin charges for atoms 1 to 5, given in e: H 0.036; F -0.180; H 0.076; H 0.067; H 0.121